Record 1
Formula: C11H34BrCoN8O5
Source: OMol25
Level of theory: ωB97M-V/def2-TZVPD

The geometry in XYZ format:
```
60
Properties=species:S:1:pos:R:3:nbo_charge:R:1
Co -3.469 1.507 -2.055 0.8797
Br -1.309 0.998 -0.697 -0.8238
C -0.750 -2.860 -5.226 -0.6104
C -1.224 -2.680 -3.832 -0.0806
C -0.835 -3.824 -2.878 -0.0587
O -1.534 -3.699 -1.599 -0.5564
C -0.928 -4.209 -0.457 -0.2415
N -0.773 -1.380 -3.404 -0.8513
H 0.334 -2.776 -5.304 0.2159
H -1.145 -2.022 -5.801 0.2124
H -0.951 -3.820 -5.700 0.2199
H -2.296 -2.487 -3.830 0.1760
H 0.225 -3.765 -2.631 0.1651
H -1.033 -4.798 -3.326 0.1914
H -0.697 -5.269 -0.355 0.1727
H -1.539 -3.927 0.400 0.1894
H 0.058 -3.753 -0.372 0.1519
H -1.389 -0.649 -3.730 0.3404
H -0.763 -1.204 -2.409 0.3651
C -1.737 -0.904 2.910 -0.6391
C -1.690 0.537 3.293 -0.1370
C -1.798 0.899 4.783 -0.0650
O -0.724 0.348 5.534 -0.5139
C -0.778 1.092 6.797 -0.2689
N -0.544 1.011 2.590 -0.2850
H -1.952 -1.097 1.859 0.2217
H -2.513 -1.443 3.452 0.2299
H -0.814 -1.450 3.107 0.2478
H -2.602 0.921 2.837 0.2600
H -2.761 0.534 5.141 0.1934
H -1.819 1.989 4.778 0.1698
H -0.951 2.163 6.697 0.1804
H 0.150 0.841 7.311 0.2134
H -1.548 0.704 7.465 0.1822
H -0.770 0.861 1.617 0.4077
H -0.630 2.010 2.708 0.3879
C 1.345 3.171 -3.262 0.7522
O 2.289 3.882 -3.476 -0.6600
N 1.332 1.919 -2.925 -0.8197
N 0.115 3.680 -3.207 -0.8586
H 2.203 1.416 -3.018 0.4148
H 0.424 1.515 -2.744 0.3933
H -0.696 3.118 -2.989 0.3636
H -0.048 4.577 -3.641 0.4077
C 2.008 3.283 0.822 0.7575
O 1.837 2.470 1.699 -0.6815
N 1.060 3.593 -0.027 -0.8248
N 3.195 3.869 0.620 -0.8357
H 0.109 3.276 0.098 0.3992
H 1.243 4.346 -0.675 0.3952
H 3.343 4.556 -0.105 0.3941
H 4.011 3.557 1.127 0.4134
C 2.300 -1.139 0.708 0.7397
O 2.029 -0.377 1.651 -0.5904
N 3.412 -1.796 0.566 -0.8114
N 1.576 -1.128 -0.360 -0.8124
H 4.145 -1.613 1.236 0.4246
H 3.514 -2.427 -0.217 0.3949
H 2.052 -1.519 -1.160 0.3865
H 0.700 -0.627 -0.398 0.4153
```

Values from the calculation:
charge: +1
F_max: 4.2 eV/Å
Kohn-Sham gap (spin up / spin down): 6.56 / 4.61 eV
2S+1: 4
lowest unoccupied orbital energy (spin up / spin down): -0.1844 / -0.2555 Eh
E_HOMO (spin up / spin down): -0.42542 / -0.42512 Eh
relative energy (zero: lowest compared OMol25 entry of this formula, charge and spin): 184.00 kJ/mol

=====

Record 2
Formula: C17H21AlBeBr3Cl4NO5P
Source: OMol25
Level of theory: ωB97M-V/def2-TZVPD

The geometry in XYZ format:
```
54
Properties=species:S:1:pos:R:3:nbo_charge:R:1
C -5.471 4.009 0.349 -0.2826
C -4.561 4.005 -0.611 -0.0470
C -3.363 3.708 -1.668 -0.4616
C -2.662 2.280 -1.404 -0.4023
C -2.266 2.034 0.168 -0.5838
C -0.958 1.067 0.300 0.4626
C 0.379 1.674 0.984 -0.5430
P 0.430 3.417 1.685 1.0356
O -0.091 4.599 0.505 -0.9435
Br -1.078 3.424 3.435 -0.2932
C 1.686 0.800 1.132 -0.0548
C 3.072 1.281 1.781 0.7580
O 3.480 0.707 2.874 -0.4966
O 3.934 2.275 1.216 -0.6680
C 1.648 -0.685 0.571 -0.0269
C 0.268 -1.186 -0.057 0.1667
N -0.966 -0.354 -0.165 -0.5462
C -2.142 -1.057 -0.752 -0.3724
C -2.405 -2.295 0.287 0.6481
O -2.839 -1.888 1.458 -0.7913
Cl -2.074 -4.029 -0.146 0.1303
H -6.032 3.969 1.361 0.2797
H -2.608 4.594 -1.721 0.2427
H -3.846 3.664 -2.731 0.2624
H -3.357 1.467 -1.826 0.2349
H -1.668 2.218 -1.996 0.2428
H -3.220 1.508 0.693 0.3063
H -2.118 3.041 0.710 0.2154
H -0.204 5.450 1.019 0.4667
H 3.450 3.138 1.177 0.5100
H 2.547 -1.401 0.597 0.3120
H 0.254 -2.283 -0.454 0.3370
H -3.123 -0.454 -0.768 0.3395
H -1.813 -1.476 -1.770 0.2510
Cl -4.386 0.383 0.593 -0.6377
Be -2.268 -0.561 2.764 1.5206
Cl 0.091 -3.270 1.294 -0.5064
Br -2.511 1.199 4.250 -0.6133
Cl 0.668 0.967 -1.361 -0.3821
Al -2.067 5.806 2.545 0.8736
C 4.278 -4.190 -1.168 -0.4320
C 3.196 -4.855 -1.988 -0.4284
C 1.978 -4.026 -1.635 -0.0819
O 2.446 -2.698 -1.352 -0.5743
C 3.877 -2.731 -1.240 -0.0634
H 5.287 -4.372 -1.542 0.2311
H 4.227 -4.541 -0.132 0.2089
H 3.423 -4.751 -3.054 0.2088
H 3.067 -5.916 -1.767 0.2297
H 1.485 -4.407 -0.735 0.1836
H 1.245 -3.993 -2.446 0.1863
H 4.293 -2.248 -2.130 0.1827
H 4.190 -2.165 -0.358 0.1705
Br 5.198 -0.850 3.229 0.0357
```

Values from the calculation:
charge: +1
F_max: 6.8 eV/Å
Kohn-Sham gap: 3.07 eV
2S+1: 1
lowest unoccupied orbital energy: -0.2581 Eh
E_HOMO: -0.37102 Eh
relative energy (zero: lowest compared OMol25 entry of this formula, charge and spin): 814.90 kJ/mol

=====

Record 3
Formula: C2H15ClO9
Source: OMol25
Level of theory: ωB97M-V/def2-TZVPD

The geometry in XYZ format:
```
27
Properties=species:S:1:pos:R:3:nbo_charge:R:1
Cl 0.173 -0.692 -0.738 -0.8924
O -2.563 -0.835 -2.566 -0.7684
C -3.600 -0.396 -1.774 0.9241
O -3.479 -0.357 -0.528 -0.8451
O -4.645 -0.077 -2.309 -0.8158
H -1.885 -0.890 -1.878 0.4958
C 2.547 1.812 1.821 -0.2525
O 1.273 1.319 1.413 -0.7290
H 2.584 2.392 2.744 0.1452
H 3.289 1.013 1.802 0.1656
H 2.838 2.523 1.044 0.1628
H 1.382 0.386 1.210 0.4959
O -1.560 2.318 -0.661 -0.9769
H -1.240 1.414 -0.725 0.4938
H -2.512 2.224 -0.594 0.4760
O -1.518 0.371 2.219 -0.9598
H -0.711 0.673 2.639 0.4576
H -1.216 -0.102 1.439 0.4973
O 1.828 2.021 -2.151 -0.9569
H 1.391 1.226 -1.829 0.5067
H 2.703 1.725 -2.407 0.4419
O -0.178 -4.292 -0.917 -0.9590
H -0.092 -4.547 0.002 0.4500
H 0.050 -3.358 -0.930 0.5031
O 1.963 -1.739 1.437 -1.0066
H 1.408 -1.461 0.692 0.4912
H 1.771 -2.672 1.544 0.4553
```

Values from the calculation:
charge: -2
F_max: 3.2 eV/Å
Kohn-Sham gap: 5.83 eV
2S+1: 1
lowest unoccupied orbital energy: 0.1853 Eh
E_HOMO: -0.02918 Eh

=====

Record 4
Formula: C45H50BrN4O4PRu
Source: OMol25
Level of theory: ωB97M-V/def2-TZVPD

The geometry in XYZ format:
```
106
Properties=species:S:1:pos:R:3:mulliken_spin:R:1
Ru 0.075 0.195 -0.211 0.2630
C 1.293 -2.356 -2.475 -0.0055
O 0.785 -2.046 -1.190 0.0242
C 1.256 -2.758 -0.112 0.0283
C 2.103 -3.845 -0.217 -0.0343
C 2.496 -4.543 0.917 0.0519
C 2.025 -4.168 2.167 -0.0185
C 1.182 -3.086 2.289 0.0294
C 0.802 -2.331 1.166 0.0610
N 0.032 -1.204 1.286 0.1233
N -0.250 -0.801 2.482 -0.1236
C -1.043 0.164 2.898 0.1073
C -1.766 1.066 2.011 0.0362
O -1.787 0.878 0.751 0.1366
C -2.400 2.204 2.566 0.0028
C -2.396 2.453 3.904 0.0048
C -1.775 1.556 4.811 0.0320
C -1.786 1.796 6.193 -0.0245
C -1.192 0.919 7.070 0.0487
C -0.577 -0.237 6.585 -0.0305
C -0.542 -0.490 5.234 0.0692
C -1.121 0.399 4.318 0.0108
H 2.368 -2.167 -2.535 0.0009
H 0.770 -1.695 -3.165 0.0017
H 1.081 -3.396 -2.742 0.0026
H 2.466 -4.167 -1.180 -0.0007
H 3.167 -5.379 0.817 0.0020
H 2.325 -4.713 3.049 0.0001
H 0.808 -2.777 3.252 -0.0002
H -2.882 2.877 1.871 0.0002
H -2.879 3.334 4.296 -0.0002
H -2.272 2.691 6.554 0.0008
H -1.204 1.120 8.131 0.0016
H -0.127 -0.930 7.279 -0.0009
H -0.064 -1.380 4.856 0.0081
C 2.441 7.958 0.918 0.0019
C 1.003 7.463 0.697 0.0011
C 0.518 7.956 -0.667 0.0002
C 0.080 8.047 1.780 0.0022
C 0.989 5.950 0.806 0.0159
C 0.577 5.112 -0.228 -0.0082
C 0.592 3.755 -0.037 0.0293
Br 0.022 2.613 -1.507 0.0127
C 1.001 3.099 1.164 0.0212
O 0.954 1.843 1.281 0.0060
C 1.470 3.981 2.205 0.0041
C 1.425 5.341 1.985 -0.0112
C 2.028 3.489 3.535 0.0021
C 2.077 1.969 3.695 -0.0142
C 1.171 4.060 4.676 0.0027
C 3.472 4.006 3.667 0.0034
H 2.494 9.035 0.775 0.0001
H 3.115 7.483 0.209 -0.0002
H 2.788 7.737 1.924 -0.0001
H 0.528 9.043 -0.686 0.0000
H -0.502 7.633 -0.862 0.0000
H 1.167 7.605 -1.465 0.0000
H 0.068 9.132 1.711 0.0001
H 0.413 7.774 2.778 -0.0002
H -0.936 7.682 1.644 0.0002
H 0.242 5.513 -1.169 -0.0012
H 1.764 5.987 2.778 0.0002
H 1.081 1.539 3.699 0.0105
H 2.551 1.730 4.645 -0.0004
H 2.654 1.508 2.899 0.0006
H 0.126 3.789 4.541 0.0000
H 1.246 5.142 4.733 -0.0004
H 1.508 3.652 5.626 -0.0001
H 4.095 3.584 2.881 -0.0009
H 3.881 3.710 4.630 0.0000
H 3.524 5.088 3.599 0.0003
N 3.805 3.001 -3.329 -0.0001
C 4.699 2.271 -2.625 0.0004
O 5.879 2.224 -2.882 -0.0002
C 4.122 1.485 -1.483 -0.0028
C 4.889 1.296 -0.335 0.0001
C 4.369 0.531 0.694 0.0018
C 3.101 -0.012 0.553 -0.0012
N 2.368 0.157 -0.546 -0.0223
C 2.878 0.871 -1.549 0.0033
H 4.157 3.555 -4.094 0.0000
H 2.852 3.140 -3.040 0.0000
H 5.874 1.736 -0.271 -0.0001
H 4.933 0.356 1.599 0.0005
H 2.661 -0.607 1.344 -0.0002
H 2.282 0.928 -2.453 0.0005
C -2.396 -1.262 -3.043 0.0154
P -2.211 -0.394 -1.422 0.1014
C -3.513 0.877 -1.643 0.0059
C -2.929 -1.604 -0.268 -0.0104
C -4.053 -1.350 0.512 0.0040
C -4.516 -2.319 1.387 -0.0024
C -3.852 -3.528 1.514 0.0030
C -2.714 -3.774 0.762 -0.0004
C -2.260 -2.818 -0.126 0.0135
H -3.441 -1.527 -3.198 0.0020
H -1.788 -2.161 -3.086 0.0006
H -2.081 -0.581 -3.834 -0.0005
H -4.449 0.381 -1.900 0.0017
H -3.214 1.539 -2.456 -0.0013
H -3.636 1.468 -0.739 0.0012
H -4.567 -0.402 0.445 0.0011
H -5.400 -2.127 1.977 -0.0003
H -4.218 -4.278 2.200 0.0002
H -2.181 -4.708 0.869 -0.0004
H -1.378 -3.007 -0.723 -0.0004
```

Values from the calculation:
charge: +1
F_max: 4.5 eV/Å
Kohn-Sham gap (spin up / spin down): 5.40 / 4.00 eV
2S+1: 2
lowest unoccupied orbital energy (spin up / spin down): -0.1495 / -0.1947 Eh
E_HOMO (spin up / spin down): -0.34811 / -0.34186 Eh
relative energy (zero: lowest compared OMol25 entry of this formula, charge and spin): 254.17 kJ/mol

=====

Record 5
Formula: C3H3OPS
Source: OMol25
Level of theory: ωB97M-V/def2-TZVPD

The geometry in XYZ format:
```
9
Properties=species:S:1:pos:R:3:nbo_charge:R:1
C 0.028 -0.351 -0.263 -0.3319
C 0.506 0.372 0.726 -0.5261
P 2.107 0.406 1.591 0.5814
S 3.039 -1.504 1.535 0.0398
C 2.448 -0.798 2.932 0.1219
O 2.319 -0.955 4.112 -0.4972
H -0.855 -0.128 -0.776 0.2021
H 0.370 -1.341 -0.476 0.1958
H 0.055 1.274 0.985 0.2143
```

Values from the calculation:
charge: 0
F_max: 2.7 eV/Å
Kohn-Sham gap: 8.87 eV
SMILES: C=CP1SC1=O
2S+1: 1
lowest unoccupied orbital energy: 0.0038 Eh
E_HOMO: -0.32212 Eh
relative energy (zero: lowest compared OMol25 entry of this formula, charge and spin): 26.84 kJ/mol